[1]
Computed, not measured: a cluster of 6 separate species, C24H48FO20P in total in a non-equilibrium geometry, with wB97M-V/def2-TZVPD.

Each line ends with the Löwdin charge.
CARTESIAN COORDINATES (ANGSTROEM)
1 O 5.67 -6.95 -1.07  0.21
2 C 6.30 -6.07 -0.68  -0.73
3 O 7.42 -5.67 -1.29  0.04
4 C 8.55 -5.58 -0.42  -0.16
5 C 9.04 -6.93 0.07  -0.12
6 C 8.43 -7.41 1.37  -0.21
7 F 9.37 -7.49 2.36  -0.04
8 O 6.00 -5.33 0.40  -0.18
9 P 4.38 -4.80 0.53  0.87
10 O 4.66 -3.26 0.97  -0.23
11 O 3.79 -4.67 -0.99  -0.23
12 H 9.33 -5.14 -1.01  0.12
13 H 8.40 -4.91 0.42  0.13
14 H 10.11 -6.91 0.21  0.12
15 H 8.84 -7.66 -0.71  0.12
16 H 7.99 -8.39 1.23  0.12
17 H 7.64 -6.76 1.73  0.11
18 H 5.03 -2.72 0.26  0.06
19 H 4.20 -3.93 -1.47  0.08
20 C 0.51 -5.86 -0.79  -0.06
21 C 0.68 -5.27 0.59  -0.21
22 O -0.09 -4.07 0.75  0.04
23 C -1.39 -4.25 0.98  -0.61
24 O -1.95 -5.31 1.10  0.12
25 O -1.96 -3.05 1.08  0.00
26 C -3.38 -3.09 1.27  -0.04
27 H 0.73 -5.11 -1.56  0.08
28 H 1.18 -6.71 -0.93  0.08
29 H -0.51 -6.20 -0.95  0.08
30 H 1.72 -4.97 0.74  0.05
31 H 0.43 -5.99 1.36  0.13
32 H -3.64 -3.72 2.12  0.10
33 H -3.87 -3.44 0.37  0.10
34 H -3.71 -2.07 1.48  0.09
35 C -5.46 3.11 0.91  -0.05
36 C -5.17 1.64 0.72  -0.21
37 O -6.32 0.83 0.99  0.04
38 C -7.23 0.79 0.03  -0.60
39 O -7.16 1.34 -1.04  0.10
40 O -8.25 0.04 0.45  0.01
41 C -9.34 -0.04 -0.47  -0.03
42 H -5.87 3.29 1.91  0.09
43 H -4.56 3.70 0.80  0.07
44 H -6.20 3.46 0.19  0.08
45 H -4.40 1.32 1.42  0.12
46 H -4.79 1.44 -0.29  0.12
47 H -9.00 -0.35 -1.46  0.10
48 H -9.85 0.92 -0.53  0.10
49 H -10.03 -0.79 -0.08  0.09
50 C -2.21 9.40 1.79  -0.07
51 C -1.96 8.28 2.76  -0.21
52 O -2.29 7.00 2.20  0.04
53 C -1.39 6.49 1.36  -0.61
54 O -0.33 6.98 1.07  0.13
55 O -1.86 5.33 0.90  0.00
56 C -1.02 4.69 -0.06  -0.04
57 H -3.24 9.36 1.42  0.08
58 H -2.05 10.37 2.27  0.08
59 H -1.55 9.33 0.92  0.08
60 H -2.60 8.39 3.64  0.12
61 H -0.93 8.27 3.11  0.12
62 H 0.00 4.59 0.31  0.10
63 H -1.03 5.26 -0.99  0.10
64 H -1.44 3.71 -0.24  0.09
65 C 7.74 -0.43 2.09  -0.06
66 C 8.79 0.10 1.13  -0.21
67 O 10.07 0.21 1.76  0.04
68 C 10.75 -0.93 1.88  -0.61
69 O 10.39 -2.02 1.49  0.12
70 O 11.90 -0.67 2.50  0.01
71 C 12.70 -1.82 2.77  -0.04
72 H 7.72 0.18 2.99  0.08
73 H 6.76 -0.41 1.62  0.07
74 H 7.96 -1.45 2.38  0.07
75 H 8.53 1.11 0.82  0.12
76 H 8.86 -0.51 0.23  0.12
77 H 12.87 -2.40 1.86  0.09
78 H 12.23 -2.45 3.52  0.10
79 H 13.65 -1.46 3.14  0.09
80 C -11.73 5.21 -4.10  -0.07
81 C -10.65 5.47 -5.13  -0.22
82 O -9.34 5.33 -4.56  0.03
83 C -8.90 4.08 -4.40  -0.61
84 O -9.50 3.08 -4.71  0.12
85 O -7.70 4.13 -3.84  0.01
86 C -7.13 2.84 -3.55  -0.03
87 H -11.58 5.85 -3.23  0.08
88 H -12.71 5.41 -4.52  0.08
89 H -11.70 4.18 -3.75  0.07
90 H -10.71 6.49 -5.49  0.12
91 H -10.75 4.81 -5.99  0.12
92 H -7.13 2.21 -4.44  0.10
93 H -7.67 2.36 -2.74  0.06
94 H -6.10 3.01 -3.24  0.09

The value obtained for the HOMO-LUMO gap is 0.37459 Eh. The value obtained for the LUMO energy is 0.0 eV. The HOMO energy is -10.21 eV. Its multiplicity is 1. As for the total charge: 0.


[2]
Computed, not measured: a structure of composition C24H48IrN3O11P2, with wB97M-V/def2-TZVPD.

Each line ends with the Löwdin charge.
CARTESIAN COORDINATES (ANGSTROEM)
1 Ir -1.81 -0.21 -0.02  1.58
2 O -3.05 -2.47 -3.19  0.25
3 C -2.80 -1.59 -2.28  -0.45
4 O -1.79 -1.61 -1.56  -0.02
5 C -3.83 -0.50 -2.16  0.00
6 O -3.63 0.24 -0.94  -0.24
7 C -4.67 0.00 0.08  -0.01
8 C -4.27 -1.17 0.99  -0.55
9 O -5.05 -1.71 1.71  0.18
10 O -2.97 -1.49 0.93  -0.19
11 H -2.36 -3.15 -3.26  0.18
12 H -3.70 0.19 -3.00  0.17
13 H -4.84 -0.91 -2.20  0.17
14 H -4.72 0.93 0.66  0.14
15 H -5.62 -0.16 -0.40  0.16
16 C 2.41 3.69 -3.64  -0.02
17 C 2.65 2.70 -2.52  -0.39
18 C 3.47 3.27 -1.39  -0.02
19 O 1.31 2.33 -1.97  -0.15
20 P 0.85 0.88 -1.67  0.50
21 O -0.57 1.01 -1.14  -0.38
22 C 1.92 0.15 -0.42  -0.19
23 P 1.26 -1.22 0.54  0.50
24 O -0.20 -0.97 0.91  -0.37
25 O 1.47 -2.45 -0.37  -0.16
26 C 1.25 -3.88 0.07  -0.37
27 C -0.20 -4.22 -0.16  -0.03
28 C 2.20 -4.72 -0.74  -0.02
29 O 1.96 -1.32 1.91  -0.15
30 C 3.40 -1.37 2.34  -0.35
31 C 4.25 -2.15 1.37  -0.02
32 C 3.87 0.04 2.58  -0.03
33 O 1.04 -0.05 -2.89  -0.16
34 C 0.66 0.29 -4.30  -0.38
35 C 1.79 -0.19 -5.17  -0.01
36 C -0.67 -0.35 -4.59  -0.02
37 H 3.37 3.97 -4.08  0.11
38 H 1.92 4.58 -3.26  0.10
39 H 1.80 3.26 -4.44  0.08
40 H 3.10 1.78 -2.91  0.13
41 H 2.98 4.16 -0.98  0.10
42 H 4.45 3.57 -1.77  0.11
43 H 3.63 2.55 -0.59  0.07
44 H 2.14 0.95 0.30  0.09
45 H 2.86 -0.15 -0.89  0.10
46 H 1.49 -3.91 1.13  0.14
47 H -0.45 -4.09 -1.22  0.08
48 H -0.87 -3.62 0.45  0.07
49 H -0.36 -5.27 0.10  0.11
50 H 2.09 -4.51 -1.81  0.10
51 H 1.98 -5.77 -0.58  0.11
52 H 3.24 -4.56 -0.47  0.08
53 H 3.31 -1.90 3.28  0.15
54 H 4.29 -1.69 0.39  0.09
55 H 3.90 -3.18 1.27  0.08
56 H 5.27 -2.18 1.76  0.11
57 H 4.04 0.58 1.64  0.08
58 H 4.82 0.01 3.11  0.11
59 H 3.16 0.60 3.19  0.09
60 H 0.58 1.38 -4.34  0.13
61 H 1.92 -1.27 -5.06  0.10
62 H 2.73 0.30 -4.92  0.09
63 H 1.56 0.03 -6.21  0.11
64 H -0.60 -1.43 -4.46  0.09
65 H -0.95 -0.15 -5.62  0.11
66 H -1.44 0.06 -3.94  0.07
67 C -1.50 0.60 5.43  -0.12
68 C -1.81 -0.62 4.60  -0.11
69 N -1.89 -0.25 3.18  0.14
70 C -1.99 0.98 2.72  -0.27
71 N -1.98 1.17 1.33  -0.04
72 C -2.19 2.54 0.84  -0.17
73 C -1.53 3.55 1.76  -0.12
74 C -2.14 3.42 3.13  -0.10
75 N -2.17 2.01 3.54  0.00
76 C -2.40 1.73 4.97  -0.09
77 H -0.45 0.90 5.33  0.13
78 H -1.68 0.39 6.49  0.14
79 H -2.76 -1.07 4.89  0.14
80 H -1.03 -1.38 4.69  0.14
81 H -1.85 -1.01 2.51  0.10
82 H -3.27 2.73 0.78  0.14
83 H -1.79 2.59 -0.17  0.11
84 H -1.69 4.55 1.37  0.14
85 H -0.46 3.37 1.79  0.13
86 H -3.16 3.81 3.15  0.15
87 H -1.56 3.96 3.88  0.14
88 H -3.46 1.46 5.11  0.15
89 H -2.22 2.65 5.52  0.14

The value obtained for the HOMO-LUMO gap (spin up / spin down) is 0.35875 / 0.23879 Eh. The value obtained for the LUMO energy (spin up / spin down) is -8.2 / -11.2 eV. The HOMO energy (spin up / spin down) is -17.95 / -17.66 eV. Its multiplicity is 2. As for the total charge: +3.


[3]
Computed, not measured: a structure of composition C24H48LiO18 in a non-equilibrium geometry, with wB97M-V/def2-TZVPD.

Each line ends with the Löwdin charge.
CARTESIAN COORDINATES (ANGSTROEM)
1 Li -0.34 -0.39 -0.51  0.63
2 C 5.30 -2.41 0.17  -0.05
3 C 4.34 -1.83 1.23  -0.23
4 O 3.06 -1.57 0.71  0.00
5 C 2.85 -0.45 -0.08  -0.45
6 O 1.82 -0.28 -0.73  0.08
7 O 3.99 0.32 -0.09  -0.05
8 C 4.18 1.48 -0.92  0.00
9 H 4.83 -3.21 -0.40  0.08
10 H 6.22 -2.71 0.67  0.09
11 H 5.45 -1.68 -0.63  0.07
12 H 4.78 -0.99 1.78  0.13
13 H 4.14 -2.69 1.86  0.13
14 H 4.12 1.13 -1.95  0.10
15 H 5.16 1.90 -0.69  0.10
16 H 3.40 2.23 -0.76  0.08
17 C 2.21 -5.73 -1.81  -0.06
18 C 1.81 -4.67 -2.88  -0.18
19 O 1.18 -3.57 -2.16  0.01
20 C 0.17 -2.78 -2.63  -0.51
21 O -0.34 -1.90 -1.97  0.07
22 O 0.18 -2.84 -3.99  -0.02
23 C -0.63 -1.91 -4.77  0.01
24 H 2.98 -6.40 -2.19  0.08
25 H 1.39 -6.38 -1.47  0.07
26 H 2.58 -5.26 -0.91  0.07
27 H 1.08 -5.12 -3.56  0.12
28 H 2.67 -4.31 -3.43  0.12
29 H -0.20 -0.97 -4.43  0.09
30 H -1.66 -1.78 -4.43  0.09
31 H -0.60 -2.16 -5.83  0.10
32 C 1.98 4.12 -2.79  -0.05
33 C 1.53 2.67 -2.78  -0.17
34 O 0.16 2.66 -3.31  0.05
35 C -0.80 1.84 -2.98  -0.54
36 O -0.66 0.92 -2.12  0.02
37 O -1.88 2.19 -3.66  0.03
38 C -3.10 1.65 -3.22  -0.03
39 H 2.72 4.38 -3.54  0.08
40 H 2.60 4.23 -1.91  0.06
41 H 1.15 4.82 -2.71  0.09
42 H 1.50 2.30 -1.76  0.08
43 H 2.18 1.96 -3.31  0.13
44 H -3.10 0.57 -3.27  0.11
45 H -3.84 1.99 -3.95  0.10
46 H -3.42 2.13 -2.29  0.09
47 C -5.67 2.59 0.19  -0.04
48 C -4.24 2.32 0.72  -0.16
49 O -3.45 1.36 -0.05  0.06
50 C -3.28 0.14 0.30  -0.62
51 O -2.41 -0.57 -0.17  0.07
52 O -4.31 -0.41 0.92  0.01
53 C -4.27 -1.76 1.36  -0.02
54 H -6.23 1.66 0.24  0.08
55 H -5.55 2.83 -0.87  0.08
56 H -6.19 3.33 0.80  0.09
57 H -4.22 2.13 1.79  0.10
58 H -3.75 3.28 0.55  0.12
59 H -4.87 -2.10 2.20  0.10
60 H -3.31 -1.98 1.83  0.08
61 H -4.39 -2.41 0.49  0.11
62 C -2.45 2.68 3.98  -0.03
63 C -1.26 2.13 3.24  -0.14
64 O -0.86 3.04 2.10  0.06
65 C -0.34 2.55 1.03  -0.62
66 O -0.32 1.37 0.77  0.08
67 O 0.19 3.45 0.20  0.02
68 C 0.43 4.86 0.46  -0.01
69 H -3.34 2.58 3.36  0.05
70 H -2.30 3.71 4.30  0.09
71 H -2.45 2.03 4.86  0.09
72 H -1.46 1.19 2.71  0.11
73 H -0.40 1.83 3.84  0.11
74 H 0.77 5.29 -0.49  0.07
75 H 1.37 5.05 0.97  0.10
76 H -0.35 5.47 0.90  0.10
77 C 1.17 -0.29 5.16  -0.05
78 C 1.31 -0.56 3.64  -0.18
79 O 0.97 -1.95 3.44  0.03
80 C 0.28 -2.28 2.32  -0.45
81 O 0.20 -1.65 1.27  0.09
82 O -0.16 -3.57 2.66  -0.01
83 C -0.95 -4.29 1.79  -0.08
84 H 0.22 -0.53 5.63  0.08
85 H 1.35 0.78 5.34  0.07
86 H 1.95 -0.89 5.63  0.08
87 H 2.32 -0.47 3.24  0.12
88 H 0.70 0.19 3.15  0.09
89 H -2.00 -4.12 2.05  0.09
90 H -0.78 -5.37 1.89  0.10
91 H -0.84 -4.13 0.72  0.10

The value obtained for the HOMO-LUMO gap is 0.40688 Eh. The value obtained for the LUMO energy is -1.6 eV. The HOMO energy is -12.67 eV. Its multiplicity is 1. As for the total charge: +1.


[4]
Computed, not measured: a structure of composition C24H48N8OSScSi2Te in a non-equilibrium geometry, with wB97M-V/def2-TZVPD.

Each line ends with the Löwdin charge.
CARTESIAN COORDINATES (ANGSTROEM)
1 Sc 0.31 -0.05 -0.14  0.85
2 N -0.57 6.67 -1.00  0.23
3 C 0.23 5.62 -0.83  -0.50
4 O 1.29 5.43 -1.39  0.07
5 C -0.26 4.58 0.15  -0.09
6 C -0.76 4.87 1.42  0.05
7 C -1.11 3.80 2.23  0.00
8 C -0.90 2.51 1.78  -0.13
9 N -0.37 2.21 0.57  -0.03
10 C -0.07 3.25 -0.21  -0.08
11 H -0.31 7.38 -1.68  0.14
12 H -1.47 6.76 -0.56  0.13
13 H -0.85 5.88 1.76  0.14
14 H -1.54 3.97 3.20  0.13
15 H -1.18 1.67 2.42  0.07
16 H 0.38 3.05 -1.19  0.10
17 C -2.48 -2.79 4.92  -0.20
18 Si -3.55 -2.92 3.34  0.50
19 C -4.48 -4.57 3.33  -0.16
20 C -4.63 -1.39 3.02  -0.17
21 C -2.28 -2.86 1.84  -0.49
22 Te -0.80 -1.35 2.27  1.28
23 C 0.78 -2.76 2.71  -0.51
24 Si 1.49 -3.85 1.28  0.52
25 C 0.48 -5.43 0.98  -0.16
26 C 1.35 -2.80 -0.35  -0.22
27 C 3.31 -4.17 1.69  -0.15
28 H -3.10 -2.86 5.81  0.04
29 H -1.94 -1.84 4.97  -0.01
30 H -1.76 -3.60 4.98  0.03
31 H -5.27 -4.55 4.09  0.04
32 H -3.83 -5.41 3.57  0.04
33 H -4.95 -4.77 2.38  0.04
34 H -5.24 -1.14 3.89  0.04
35 H -5.31 -1.56 2.20  0.04
36 H -4.03 -0.51 2.78  0.01
37 H -2.79 -2.62 0.91  0.01
38 H -1.75 -3.81 1.73  0.00
39 H 0.38 -3.39 3.50  0.02
40 H 1.58 -2.18 3.17  0.01
41 H -0.42 -5.31 0.39  0.03
42 H 0.21 -5.90 1.92  0.04
43 H 1.11 -6.14 0.45  0.05
44 H 0.28 -2.62 -0.60  0.00
45 H 1.77 -3.38 -1.16  0.06
46 H 1.95 -1.86 -0.28  -0.01
47 H 3.39 -4.64 2.67  0.05
48 H 3.92 -3.28 1.70  0.04
49 H 3.75 -4.87 0.98  0.05
50 C 0.18 0.92 -3.17  -0.22
51 N -0.27 -0.35 -2.48  -0.15
52 C -1.74 -0.49 -2.83  -0.16
53 N -1.97 -0.48 -4.25  -0.08
54 C -1.50 0.77 -4.82  -0.13
55 N -0.07 0.92 -4.58  -0.08
56 C 0.64 -0.19 -5.20  -0.13
57 N 0.17 -1.44 -4.63  -0.08
58 C 0.42 -1.48 -3.23  -0.18
59 C -1.26 -1.58 -4.89  -0.12
60 H 1.26 1.03 -3.01  0.08
61 H -0.36 1.77 -2.73  0.12
62 H -2.30 0.34 -2.38  0.14
63 H -2.11 -1.45 -2.43  0.14
64 H -2.03 1.61 -4.37  0.14
65 H -1.69 0.77 -5.90  0.15
66 H 1.71 -0.09 -5.01  0.14
67 H 0.47 -0.18 -6.28  0.15
68 H 1.50 -1.39 -3.05  0.13
69 H 0.05 -2.44 -2.84  0.12
70 H -1.62 -2.54 -4.50  0.14
71 H -1.45 -1.56 -5.96  0.15
72 C 2.73 2.52 2.13  -0.02
73 N 3.17 3.08 0.89  -0.13
74 C 3.85 4.38 0.85  -0.06
75 C 4.19 4.56 -0.64  -0.08
76 N 3.75 3.29 -1.21  0.07
77 C 3.19 2.51 -0.31  -0.71
78 S 2.62 0.94 -0.71  0.73
79 H 2.04 3.20 2.62  0.10
80 H 3.57 2.34 2.79  0.12
81 H 2.23 1.55 1.94  0.05
82 H 4.74 4.35 1.48  0.14
83 H 3.18 5.16 1.22  0.14
84 H 5.25 4.71 -0.83  0.14
85 H 3.63 5.38 -1.10  0.11
86 H 3.88 3.07 -2.19  0.17

The value obtained for the HOMO-LUMO gap is 0.23353 Eh. The value obtained for the LUMO energy is -9.8 eV. The HOMO energy is -16.17 eV. Its multiplicity is 1. As for the total charge: +3.


[5]
Computed, not measured: a cluster of 8 separate species, C24H48O24 in total in a non-equilibrium geometry, with wB97M-V/def2-TZVPD.

Each line ends with the Löwdin charge.
CARTESIAN COORDINATES (ANGSTROEM)
1 C -0.64 7.35 2.17  -0.02
2 O -1.87 7.02 1.51  0.00
3 C -1.86 5.99 0.68  -0.66
4 O -0.99 5.15 0.62  0.09
5 O -2.89 6.09 -0.12  0.01
6 C -3.03 5.08 -1.16  0.01
7 H -0.31 6.50 2.77  0.09
8 H -0.81 8.23 2.77  0.09
9 H 0.09 7.52 1.38  0.10
10 H -2.04 4.81 -1.50  0.09
11 H -3.64 5.57 -1.92  0.10
12 H -3.49 4.23 -0.66  0.09
13 C 2.89 -3.95 -4.03  -0.03
14 O 4.14 -3.53 -3.48  0.01
15 C 5.20 -3.63 -4.26  -0.61
16 O 5.28 -4.10 -5.35  0.14
17 O 6.23 -3.08 -3.58  -0.02
18 C 7.54 -3.26 -4.10  -0.03
19 H 2.15 -3.81 -3.25  0.08
20 H 2.84 -5.03 -4.22  0.10
21 H 2.64 -3.31 -4.87  0.10
22 H 8.09 -2.34 -3.90  0.10
23 H 7.53 -3.34 -5.19  0.09
24 H 8.01 -4.12 -3.62  0.09
25 C 2.18 -2.00 -0.12  -0.03
26 O 1.56 -0.81 -0.58  -0.03
27 C 0.74 -0.18 0.25  -0.61
28 O 0.44 -0.58 1.34  0.13
29 O 0.34 0.93 -0.37  0.02
30 C -0.56 1.83 0.25  -0.04
31 H 1.48 -2.73 0.30  0.10
32 H 3.01 -1.80 0.56  0.10
33 H 2.58 -2.45 -1.03  0.09
34 H -0.26 2.11 1.26  0.10
35 H -1.57 1.41 0.33  0.09
36 H -0.73 2.72 -0.34  0.08
37 C 8.12 -4.78 -0.45  -0.05
38 O 6.97 -3.97 -0.35  0.00
39 C 7.11 -2.67 -0.60  -0.65
40 O 8.16 -2.13 -0.81  0.12
41 O 5.92 -2.12 -0.59  0.00
42 C 5.85 -0.73 -0.95  0.00
43 H 8.39 -4.89 -1.50  0.08
44 H 7.86 -5.77 -0.09  0.09
45 H 8.98 -4.47 0.14  0.10
46 H 6.60 -0.19 -0.38  0.10
47 H 4.86 -0.41 -0.64  0.09
48 H 6.07 -0.66 -2.02  0.10
49 C 0.17 -1.29 5.21  -0.06
50 O -1.18 -1.61 5.00  -0.01
51 C -1.96 -1.93 6.04  -0.62
52 O -1.58 -2.28 7.12  0.14
53 O -3.20 -1.87 5.62  0.01
54 C -4.22 -2.14 6.58  -0.03
55 H 0.70 -2.01 5.83  0.10
56 H 0.27 -0.28 5.64  0.10
57 H 0.73 -1.20 4.27  0.09
58 H -4.07 -3.09 7.08  0.10
59 H -5.19 -2.14 6.10  0.09
60 H -4.15 -1.36 7.35  0.10
61 C -1.42 0.43 -7.19  -0.05
62 O -0.52 0.07 -6.16  0.01
63 C -1.07 -0.35 -5.01  -0.63
64 O -2.24 -0.48 -4.78  0.12
65 O -0.09 -0.62 -4.18  0.02
66 C -0.47 -1.02 -2.85  -0.01
67 H -2.05 -0.39 -7.54  0.10
68 H -0.82 0.77 -8.02  0.09
69 H -2.11 1.20 -6.84  0.10
70 H 0.44 -1.28 -2.32  0.08
71 H -1.04 -1.94 -2.93  0.10
72 H -0.98 -0.24 -2.29  0.09
73 C -2.68 -0.33 2.35  -0.04
74 O -2.46 -0.72 1.00  0.00
75 C -3.55 -0.98 0.31  -0.62
76 O -4.69 -0.93 0.67  0.14
77 O -3.15 -1.32 -0.93  -0.01
78 C -4.16 -1.62 -1.88  -0.04
79 H -2.73 -1.26 2.93  0.09
80 H -3.48 0.35 2.64  0.09
81 H -1.77 0.12 2.75  0.07
82 H -4.23 -0.80 -2.59  0.09
83 H -5.17 -1.67 -1.46  0.09
84 H -3.96 -2.61 -2.28  0.10
85 C -7.11 3.57 2.78  -0.04
86 O -5.90 2.89 3.06  0.01
87 C -4.74 3.40 2.66  -0.59
88 O -4.62 4.39 1.99  0.13
89 O -3.78 2.71 3.27  0.01
90 C -2.44 3.15 3.15  -0.03
91 H -7.48 3.98 3.72  0.10
92 H -7.81 2.84 2.39  0.10
93 H -7.02 4.40 2.08  0.09
94 H -1.77 2.30 3.17  0.07
95 H -2.10 3.80 3.96  0.10
96 H -2.28 3.70 2.22  0.07

The value obtained for the HOMO-LUMO gap is 0.41120 Eh. The value obtained for the LUMO energy is 0.5 eV. The HOMO energy is -10.67 eV. Its multiplicity is 1. As for the total charge: 0.